# C23H24Se2Si2SrTe2

C23H24Se2Si2SrTe2 as an isolated structure (ωB97M-V with the def2-TZVPD basis set, the Open Molecules 2025 dataset).

XYZ file:
```
54
Properties=species:S:1:pos:R:3:mulliken_charge:R:1
Sr -0.16606 -0.05283 0.27070 1.361
Se -2.82649 -1.10633 4.39621 -0.642
Te -1.73746 -0.41997 2.34004 0.039
Te 0.80540 0.11796 2.84378 -0.396
Se -0.88978 -2.25988 1.10539 -0.745
C -2.87552 4.60638 -3.57368 -0.994
Si -1.86690 4.91631 -2.01196 -0.087
C -3.04555 5.59011 -0.70449 -0.985
C -0.65983 6.30005 -2.42995 -0.870
C -1.08246 3.42386 -1.42183 -1.913
C -0.68897 2.30341 -1.07014 1.466
H -3.45804 5.47748 -3.88640 0.273
H -3.55866 3.76808 -3.41350 0.293
H -2.20845 4.32436 -4.39336 0.280
H -3.59640 6.48049 -1.02162 0.272
H -2.48781 5.83755 0.20249 0.283
H -3.77072 4.81507 -0.44215 0.280
H -1.16871 7.21869 -2.73611 0.292
H -0.00311 5.98327 -3.24514 0.185
H -0.02324 6.52779 -1.57130 0.293
C 3.91690 -2.54652 -4.43281 -0.364
C 2.56311 -2.44200 -4.15300 -0.544
C 2.11791 -1.53017 -3.20319 -0.581
C 3.00630 -0.70071 -2.49638 0.161
C 4.35896 -0.80756 -2.82141 0.388
C 4.81366 -1.71850 -3.76430 -0.691
Si 2.17031 0.41915 -1.03669 -0.764
C 3.70074 0.18422 0.20736 0.527
C 4.38168 -1.02390 0.38758 -0.327
C 5.17028 -1.26558 1.50755 -0.605
C 5.31023 -0.29441 2.48784 -0.359
C 4.67974 0.93366 2.31680 -0.682
C 3.89607 1.16243 1.19617 -0.120
C 3.05561 2.01601 -1.91238 0.359
C 4.36942 2.43646 -1.68843 0.363
C 4.89162 3.57247 -2.29884 -0.802
C 4.11398 4.31243 -3.18037 -0.369
C 2.80311 3.91948 -3.41292 -0.619
C 2.28070 2.80044 -2.78116 -0.449
H 4.27365 -3.27496 -5.15227 0.336
H 1.85849 -3.07956 -4.67855 0.351
H 1.06714 -1.42682 -2.95906 0.197
H 5.06152 -0.15272 -2.31526 0.269
H 5.87480 -1.78924 -3.98230 0.357
H 4.26873 -1.79126 -0.37174 0.318
H 5.67255 -2.22029 1.62671 0.346
H 5.89410 -0.49293 3.37922 0.336
H 4.79531 1.70679 3.06891 0.335
H 3.39533 2.11790 1.06525 0.385
H 4.98855 1.86121 -1.01103 0.226
H 5.91350 3.87621 -2.09219 0.351
H 4.52780 5.18323 -3.67740 0.341
H 2.18879 4.49476 -4.09954 0.362
H 1.24894 2.50282 -2.92200 0.281
```

Computed properties:
Total charge: -2
Maximum force (eV Å⁻¹): 8.26
Orbital gap (eV): 6.31


# C23H25BrMnN3O5S2

C23H25BrMnN3O5S2 as an isolated structure (ωB97M-V with the def2-TZVPD basis set, the Open Molecules 2025 dataset).

XYZ file:
```
60
Properties=species:S:1:pos:R:3:mulliken_spin:R:1
Mn -0.30171 0.27169 0.04533 4.917
N -0.32456 1.38511 3.22515 0.015
C -0.15509 0.04651 3.53995 0.017
C -1.07197 -0.47679 4.42472 -0.009
C -0.93802 -1.75398 4.89232 0.005
C 0.01249 -2.61777 4.38150 -0.003
C 1.02813 -2.02680 3.58747 0.018
C 0.95163 -0.71877 3.12558 -0.065
C 2.01790 -0.19363 2.22540 -0.345
C 3.35551 -0.11798 2.62383 -0.013
C 4.33134 0.33105 1.80597 0.012
C 4.01279 0.66100 0.52824 0.006
C 2.70206 0.68702 0.11021 -0.095
C 1.65383 0.21889 0.91233 0.281
H -1.30290 1.67629 3.16381 0.005
H 0.37663 1.83506 2.61617 0.001
H -1.67570 0.28862 4.85906 -0.001
H -1.58646 -2.02461 5.70024 0.000
H 0.12111 -3.67138 4.70999 0.000
H 1.85347 -2.66772 3.28732 0.001
H 3.60446 -0.46342 3.65372 0.000
H 5.37845 0.32343 2.07872 0.002
H 4.75213 0.96736 -0.22503 -0.002
H 2.45382 1.12872 -0.85006 0.013
Br 1.73407 -1.69525 -7.57346 0.000
C 0.92853 -0.49694 -6.33732 0.000
C 0.35745 0.68166 -6.88948 0.001
N -0.29024 1.55230 -6.11821 0.000
C -0.33349 1.31187 -4.78684 0.002
C 0.21213 0.13256 -4.21113 0.020
C 0.74663 -0.79975 -5.03774 -0.001
C 0.20427 -0.11501 -2.78472 -0.029
O -0.65174 0.48915 -2.12048 0.057
O 1.09610 -0.87438 -2.33951 0.014
H 0.52107 0.91423 -7.91835 0.000
H -0.90747 1.97300 -4.15306 0.001
H 1.16329 -1.64351 -4.53117 0.000
C -3.33994 -0.24283 0.13703 0.017
O -2.22698 0.23236 0.84761 0.035
H -3.55642 -1.27094 0.42664 -0.001
H -3.24038 -0.29123 -0.98951 -0.001
H -4.23894 0.33175 0.43371 0.003
H -2.42425 1.16254 1.10880 0.003
C -1.13223 5.71432 -0.33341 -0.001
O -2.20622 4.99767 0.21050 0.003
C -1.94750 3.69614 0.64673 0.008
S -0.40421 3.04623 0.41814 0.044
S -3.34518 3.08969 1.37219 0.005
H -1.51528 6.73444 -0.32582 0.000
H -0.93904 5.39596 -1.35596 0.000
H -0.29455 5.60090 0.28512 0.000
C -1.32683 -4.23277 0.29303 0.003
C -0.52525 -3.08566 -0.30517 0.005
N 0.50698 -3.28179 -1.13067 0.003
O -0.78086 -1.99996 0.18036 0.041
H -1.22366 -5.16741 -0.22053 0.001
H -2.39530 -4.11585 0.32744 0.000
H -1.02943 -4.23558 1.36277 0.000
H 0.62073 -4.19284 -1.51695 0.000
H 0.93483 -2.40301 -1.49252 0.004
```

Computed properties:
Total charge: -1
Maximum force (eV Å⁻¹): 3.27
Multiplicity: 6
Orbital gap (spin up / spin down) (eV): 6.93 / 7.15